1.
{"formula": "C3H3N3O4", "method": "wB97M-V/def2-TZVPD", "homo_energy_ev": [-8.4, -8.4], "homo_lumo_gap_ev": [7.8, 7.8], "e_tot_ha": -581.1169, "lumo_energy_ev": [-0.65, -0.65], "e_above_lowest_kj_mol": 447.53, "species": ["C", "C", "C", "N", "N", "N", "O", "O", "O", "O", "H", "H", "H"], "positions_angstrom": [[1.6652, -0.1681, -0.0692], [-3.6243, 0.1648, 0.3844], [0.5112, -0.1350, -0.5163], [2.8299, 0.3167, 0.1204], [-0.7369, -0.3577, -0.7224], [3.7559, -0.1168, 1.0056], [-3.9118, -0.1685, 1.4635], [-3.5116, 0.6751, -0.6150], [-1.6093, -0.8767, -0.0989], [-1.1148, 0.1592, -1.9887], [3.3389, -0.3273, 1.9266], [-2.1007, 0.1815, -2.1266], [4.5081, 0.6528, 1.2366]], "mulliken_charge": [0.20, 0.78, 0.10, -0.21, 0.56, -0.46, -0.39, -0.40, -0.68, -0.43, 0.26, 0.38, 0.29]}

=====

2.
{"formula": "C3H3N3OS", "method": "wB97M-V/def2-TZVPD", "homo_energy_ev": [-8.1, -8.3], "smiles": "N#C/C(O)=[NH+]\\[S-].C#N", "homo_lumo_gap_ev": [7.1, 7.5], "e_tot_ha": -753.6984, "lumo_energy_ev": [-0.97, -0.80], "e_above_lowest_kj_mol": 405.46, "species": ["N", "C", "C", "O", "N", "S", "H", "H", "C", "N", "H"], "positions_angstrom": [[-0.6078, -0.4790, -2.6673], [-0.1425, 0.1626, -1.8651], [0.4887, 0.8651, -0.8281], [1.7793, 1.1717, -0.9437], [-0.1254, 1.3171, 0.2459], [-1.6809, 1.4407, 0.5625], [2.1875, 1.2295, -1.7989], [0.4624, 1.4859, 1.0406], [-1.5587, -1.5174, 0.1222], [-0.6128, -1.5547, 0.7893], [-2.3687, -1.5805, -0.4301]], "mulliken_charge": [-0.35, 0.08, 0.56, -0.51, -0.14, -0.23, 0.35, 0.27, -0.03, -0.39, 0.40]}

=====

3.
{"formula": "C3H3N3S", "method": "wB97M-V/def2-TZVPD", "homo_energy_ev": -9.6, "smiles": "S/C=C1/N=CN=N1", "homo_lumo_gap_ev": 8.2, "e_tot_ha": -678.4579, "lumo_energy_ev": -1.33, "e_above_lowest_kj_mol": 318.80, "species": ["S", "C", "C", "N", "C", "N", "N", "H", "H", "H"], "positions_angstrom": [[-1.0454, 0.9268, 2.3067], [-0.9677, 0.0831, 0.7392], [0.1935, -0.1166, 0.0910], [-0.0392, -0.4456, -1.2461], [1.2085, -0.4336, -1.6656], [2.0388, 0.1843, -0.6879], [1.3562, 0.3118, 0.3164], [-2.3408, 0.2083, 2.5697], [-1.9421, -0.1760, 0.2117], [1.5383, -0.5427, -2.6350]], "mulliken_charge": [-0.14, -0.09, 0.37, -0.45, -0.10, -0.48, -0.09, 0.18, 0.38, 0.43]}

=====

4.
{"formula": "C3H3N3S", "method": "wB97M-V/def2-TZVPD", "homo_energy_ev": -8.3, "smiles": "S=c1cc[nH]nn1", "homo_lumo_gap_ev": 7.6, "e_tot_ha": -678.4733, "lumo_energy_ev": -0.71, "e_above_lowest_kj_mol": 278.28, "species": ["S", "C", "C", "C", "N", "N", "N", "H", "H", "H"], "positions_angstrom": [[0.3859, -1.6535, 2.5008], [-0.0133, -0.5619, 1.2480], [0.1383, -1.0616, -0.0943], [0.1656, -0.0640, -1.0704], [-0.2053, 1.2104, -0.7489], [-0.5798, 1.5851, 0.4881], [-0.4561, 0.7507, 1.4946], [0.6046, -2.0695, -0.2926], [0.5168, -0.0881, -2.1037], [-0.5567, 1.9523, -1.4214]], "mulliken_charge": [-0.30, 0.33, -0.39, -0.16, 0.14, -0.41, -0.20, 0.31, 0.39, 0.29]}